Entry from the Open Molecules 2025 dataset: a 2-piece molecular cluster, C2H9N3O overall in a non-equilibrium geometry (wB97M-V/def2-TZVPD).

```
15
Properties=species:S:1:pos:R:3:forces:R:3
H -2.71288 -0.34658 0.71404 -0.2 0.0 -0.1
N -2.67010 0.62672 0.41873 0.0 0.0 -1.2
C -1.51130 0.87541 -0.07390 0.2 -0.2 3.0
N -1.12964 2.17071 -0.41784 -0.1 -0.2 -0.8
N -0.41736 0.02382 0.16837 0.3 0.4 -1.1
C 0.80166 0.14474 -0.64997 -0.5 -1.0 0.5
H -0.43915 2.49821 0.23993 0.2 0.2 -0.1
H -1.92986 2.78352 -0.44193 -0.1 0.0 0.1
H -0.68426 -0.94559 0.24479 -0.2 0.1 0.2
H 1.39242 -0.72299 -0.36732 0.3 0.0 0.0
H 1.37204 1.03109 -0.40668 0.0 0.2 -0.2
H 0.58096 0.02081 -1.70455 0.2 0.5 -0.3
O 3.66688 -3.11796 0.44138 0.0 0.1 0.5
H 3.62500 -2.17632 0.24860 0.0 0.0 -0.1
H 3.70609 -3.14960 1.41038 0.0 -0.1 -0.4
```
Positions in Å, forces in eV/Å.

F_max (eV/A): 3.05
LUMO level (eV): 0.57
Frontier orbital gap (eV): 9.58
ΔE to the lowest compared entry with this formula, charge and spin (kJ/mol): 95.8
E_HOMO (eV): -9.01
Charge: 0